<A>
The following is a quantum chemistry calculation of a cluster of 2 separate species, C5H13NO2 in total, from the Open Molecules 2025 dataset.

Values from the calculation:
2S+1 = 1

XYZ file:
```
21
C5H13NO2, DFT ωB97M-V/def2-TZVPD
C 1.6975 0.4304 0.1827
H -2.3117 1.8520 -0.7509
H -0.0984 -0.1088 -0.9802
H -0.0185 -1.8617 0.8024
C -1.6625 -0.5921 0.3728
H 3.7734 0.1430 -0.3139
O 0.8784 0.6955 1.0805
H -1.6623 -0.2774 -1.7106
O 1.3777 0.1155 -1.0068
N -1.1748 0.0616 -0.8869
C -1.0726 -1.9678 0.5454
C 3.1825 0.4671 0.5413
H 3.4642 1.4945 0.7689
H -1.5563 -2.4285 1.4085
H -1.1716 -2.6447 -0.3005
H -2.7546 -0.6460 0.3098
H -0.8540 1.9262 -1.7854
H -0.6942 1.8462 0.0158
H -1.4095 0.1128 1.1559
C -1.2708 1.5499 -0.8573
H 3.3383 -0.1676 1.4086
```

These are the natural (NBO) partial charges, in e, on atoms 1 to 8: C 0.787; H 0.194; H 0.474; H 0.242; C -0.213; H 0.215; O -0.776; H 0.396

***

<B>
The following is a quantum chemistry calculation of a structure of composition C5H13NO2, from the Open Molecules 2025 dataset.

Values from the calculation:
2S+1 = 1

XYZ file:
```
21
C5H13NO2, DFT ωB97M-V/def2-TZVPD
H 0.5042 1.3757 -1.2243
H -0.8359 2.4297 -0.0391
N 0.3541 -1.2702 1.6712
C 0.2850 -0.8314 0.2794
H 1.1765 0.0125 2.3259
H 0.6408 -1.6804 -1.6123
H -0.1614 -2.1245 1.8571
C 0.2621 -2.0573 -0.6586
H -0.7676 2.5510 -2.2876
H -0.7105 -2.4758 -0.9166
O 1.6127 0.9122 2.3988
C -0.4875 1.4833 -0.4198
H -1.2738 -0.3081 2.1469
H 1.2265 -0.3159 0.0785
H 0.9617 -2.8191 -0.3251
O -0.9542 0.5930 -2.5805
H -1.0691 0.0699 1.2931
H 2.3729 0.8116 2.9679
C -0.6508 1.5400 -1.8643
C -0.8668 0.1485 0.1695
H -1.6871 -0.2945 -0.4064
```

These are the natural (NBO) partial charges, in e, on atoms 1 to 8: H 0.300; H 0.261; N -0.714; C -0.123; H 0.496; H 0.226; H 0.358; C -0.609

***

Sorted by energy, starting with the most stable: <A>, <B>.

***

<A>
The following is a quantum chemistry calculation of a cluster of 2 separate species, C5H13NO2 in total, from the Open Molecules 2025 dataset.

Values from the calculation:
2S+1 = 1
SMILES string = CC(C)N(C)C=O.O

XYZ file:
```
21
C5H13NO2, DFT ωB97M-V/def2-TZVPD
O -0.1459 -0.4659 -1.3528
O -1.8992 -0.5926 -3.0658
C -0.4098 0.4716 -0.7121
H -2.2155 0.3323 -2.9317
H 1.0983 -1.6489 -0.0868
H 2.8853 -0.8476 0.9861
H 0.5487 -0.1950 2.6306
C 0.4880 -1.6680 0.9082
N 0.0282 0.6980 0.5756
H -0.9783 -0.6048 -3.5401
H -0.7656 2.6046 0.5641
C 2.3631 0.0737 1.4253
H -0.6256 2.1006 2.2518
H 2.4312 0.8931 0.7709
H -0.7314 -1.6602 0.9008
H -1.9518 1.4416 1.0112
H -1.1602 1.0874 -1.1303
H 0.6075 -2.4880 1.5804
C 0.7830 -0.2387 1.5102
C -0.8832 1.7252 1.2009
H 2.9743 0.3844 2.3179
```

These are the natural (NBO) partial charges, in e, on atoms 1 to 8: O -0.577; O -0.946; C 0.531; H 0.461; H 0.257; H 0.209; H 0.217; C -0.628

***

<B>
The following is a quantum chemistry calculation of an isolated molecule of C5H13NO2, from the Open Molecules 2025 dataset.

Values from the calculation:
2S+1 = 1
SMILES string = C[C@H](NO)C(C)(C)O

XYZ file:
```
21
C5H13NO2, DFT ωB97M-V/def2-TZVPD
H -0.2164 -0.4021 2.3196
H 0.1051 -1.5647 -0.0171
C -0.1171 0.5805 1.8663
H -0.3661 -2.0596 -2.7092
O -0.1660 1.7670 -0.2485
H -2.4862 1.0431 0.5152
H 2.3230 0.5319 -0.2848
H 2.4946 -1.1799 -0.6380
O -0.7702 -1.2997 -2.2693
C -1.8948 0.2084 0.1489
N 0.3303 -0.5190 -1.7924
H 2.1550 -0.6641 1.0150
C -0.4100 0.5080 0.3644
H 0.1076 0.4430 -2.0546
H 0.7225 2.0560 -0.0138
C 1.9526 -0.4593 -0.0318
H -2.1758 -0.6953 0.6821
H -2.1071 0.0728 -0.9072
H 0.8870 0.9553 2.0543
H -0.8255 1.2570 2.3393
C 0.4574 -0.5794 -0.3384
```

These are the natural (NBO) partial charges, in e, on atoms 1 to 8: H 0.213; H 0.207; C -0.635; H 0.468; O -0.733; H 0.213; H 0.194; H 0.227

***

Sorted by energy, starting with the most stable: <B>, <A>.

***

<A>
The following is a quantum chemistry calculation of a cluster of 2 separate species, C5H8O in total, from the Open Molecules 2025 dataset.

Values from the calculation:
2S+1 = 1

XYZ file:
```
14
C5H8O, DFT ωB97M-V/def2-TZVPD
C -1.5247 -0.7922 -0.0916
H 0.1255 2.8309 1.5696
C 1.9262 -0.0547 -0.0868
H 0.1647 -1.8568 -0.9079
H 2.2599 -1.0778 0.0857
C -1.6038 0.2202 1.0186
H -0.4347 2.3398 1.5671
O -1.2928 -0.9913 1.3346
C -0.2881 -0.8558 -0.9545
H 2.6275 0.7461 0.1394
H -2.4500 -1.2568 -0.4306
C 0.7142 0.2024 -0.5682
H -0.5983 -0.6891 -1.9944
H 0.3744 1.2352 -0.6808
```

These are the natural (NBO) partial charges, in e, on atoms 1 to 8: C -0.098; H -0.028; C -0.378; H 0.220; H 0.192; C 0.323; H 0.014; O -0.421

***

<B>
The following is a quantum chemistry calculation of an isolated molecule of C5H8O, from the Open Molecules 2025 dataset.

Values from the calculation:
2S+1 = 1
SMILES string = CC#C[C@@H](C)O

XYZ file:
```
14
C5H8O, DFT ωB97M-V/def2-TZVPD
H -3.1622 -0.5174 -0.2431
H -0.9620 2.0182 0.6872
C 0.1976 0.1479 -0.3027
H 3.1615 -1.1388 -0.0503
H 3.0586 0.1824 1.1225
C -2.1083 -0.8111 -0.2454
O -1.6391 1.3319 0.6323
H -1.4456 0.8867 -1.3822
H 3.3996 0.5369 -0.5793
C 1.3870 0.0235 -0.1454
H -1.8810 -1.3072 0.7023
C 2.8244 -0.1077 0.0930
C -1.2469 0.4342 -0.3973
H -1.9317 -1.5106 -1.0674
```

These are the natural (NBO) partial charges, in e, on atoms 1 to 8: H 0.219; H 0.474; C -0.077; H 0.237; H 0.237; C -0.605; O -0.705; H 0.180

***

<C>
The following is a quantum chemistry calculation of an isolated molecule of C5H8O, from the Open Molecules 2025 dataset.

Values from the calculation:
2S+1 = 1

XYZ file:
```
14
C5H8O, DFT ωB97M-V/def2-TZVPD
H -1.3206 0.8498 -1.0222
H -1.5782 -1.4047 -0.7598
C -1.1044 0.5613 0.0564
H 0.3904 -0.0308 -2.3120
H 2.0407 -0.2796 -1.5250
C -1.7437 -0.7267 0.0673
H 0.8470 -0.6282 1.7743
H 2.2962 -0.0895 0.8971
H -2.4149 -1.0359 0.8652
C 1.2428 0.1240 1.0873
C 0.4800 0.1316 -0.1983
O -1.2637 1.5074 0.8981
H 1.1458 1.0924 1.5780
C 0.9827 -0.0710 -1.4065
```

These are the natural (NBO) partial charges, in e, on atoms 1 to 8: H 0.287; H 0.190; C -0.033; H 0.203; H 0.210; C -0.182; H 0.221; H 0.217

***

Sorted by energy, starting with the most stable: <B>, <C>, <A>.

***

<A>
The following is a quantum chemistry calculation of an isolated molecule of C5H8O, from the Open Molecules 2025 dataset.

Values from the calculation:
2S+1 = 1

XYZ file:
```
14
C5H8O, DFT ωB97M-V/def2-TZVPD
H -2.1156 -0.2086 -0.6191
H 1.0199 1.9162 -0.5713
C 1.6172 -0.5348 1.3518
H -0.3560 1.3392 -1.6387
H -2.1528 0.5215 0.9975
H 1.2580 -1.5700 1.1077
C -1.6233 -0.1979 0.3590
C 0.8497 -0.2997 -0.7854
H -1.7184 -1.1897 0.8117
C 0.3377 1.1123 -0.8351
C -0.1748 0.1892 0.2275
H 0.6367 -1.0543 -1.5376
H 1.8790 -0.3154 -0.3146
O 0.5426 0.2919 1.4467
```

These are the natural (NBO) partial charges, in e, on atoms 1 to 8: H 0.220; H 0.238; C 0.099; H 0.228; H 0.229; H 0.069; C -0.626; C -0.428

***

<B>
The following is a quantum chemistry calculation of an isolated molecule of C5H8O, from the Open Molecules 2025 dataset.

Values from the calculation:
2S+1 = 1
SMILES string = C1CC1[C@H]1CO1

XYZ file:
```
14
C5H8O, DFT ωB97M-V/def2-TZVPD
C 2.1283 -0.3374 0.4626
H -0.7617 1.5907 -1.1523
H -1.7894 1.7591 0.3472
H -2.6192 -0.5891 0.1646
H 2.1488 0.1009 1.4594
C -1.7013 -0.3031 -0.3355
H 3.0223 -0.1861 -0.1387
C -1.2247 1.1028 -0.3125
O 1.5233 -1.6200 0.4265
H -0.4165 0.4079 1.4144
C 0.8350 -0.5228 -0.1841
H 0.8120 -0.6265 -1.2751
H -1.5241 -0.8086 -1.2804
C -0.4328 0.0323 0.4040
```

These are the natural (NBO) partial charges, in e, on atoms 1 to 8: C -0.113; H 0.210; H 0.212; H 0.222; H 0.178; C -0.408; H 0.180; C -0.405

***

<C>
The following is a quantum chemistry calculation of a structure of composition C5H8O, from the Open Molecules 2025 dataset.

Values from the calculation:
2S+1 = 1

XYZ file:
```
14
C5H8O, DFT ωB97M-V/def2-TZVPD
H -1.3066 0.9730 0.0438
H -0.7569 -0.9257 1.9748
H 0.5700 1.5792 -1.1420
H 1.9373 0.9838 -0.1673
C 0.0222 0.8731 0.9039
H 0.9214 -0.9279 -1.8260
C -0.7312 -0.9359 -0.3076
H -1.2884 -1.8212 -0.5899
C 0.8721 0.8466 -0.3840
O 0.8488 -1.5028 0.2105
H 0.3131 1.5023 1.7388
H -1.6721 0.3882 -0.6126
C 0.5890 -0.5817 -0.8484
C -0.3902 -0.4497 1.0717
```

These are the natural (NBO) partial charges, in e, on atoms 1 to 8: H 0.158; H 0.233; H 0.214; H 0.224; C -0.463; H 0.211; C -0.058; H 0.245

***

Sorted by energy, starting with the most stable: <B>, <A>, <C>.